1.
Entry from OMol25: a cluster of 2 separate species, C5H14 in total (ωB97M-V with the def2-TZVPD basis set).

Geometry as XYZ:
```
19
Properties=species:S:1:pos:R:3:forces:R:3
C 1.7643 -0.5735 -1.1789 -0.3 2.4 2.0
C 2.7443 -0.7556 -0.0392 1.3 -0.7 1.0
C 1.2843 0.8882 -1.1637 -0.7 -1.5 -2.6
H 0.8895 -1.2078 -1.0550 -0.3 -1.1 0.1
H 2.0794 -0.7841 -2.1713 0.3 -0.5 -1.2
H 2.7665 0.1782 0.5594 0.4 -0.6 -0.1
H 2.6328 -1.6331 0.6509 -0.2 0.7 -0.8
H 1.3748 1.2800 -2.1945 -0.6 0.3 0.8
H 1.7206 1.5298 -0.4726 1.4 1.4 1.5
H 3.8804 -0.8771 -0.4126 -2.0 0.4 0.1
H 0.2204 1.0776 -0.6982 0.6 -0.9 -0.6
C -3.0382 -0.5126 0.9625 -1.6 -1.1 -2.3
C -2.5318 0.8539 1.2452 -2.4 1.0 3.6
H -3.3815 -1.1055 1.8335 0.5 0.3 -0.3
H -4.0178 -0.4014 0.3435 1.6 -0.4 0.9
H -2.3238 -1.1390 0.3402 -0.7 0.5 0.9
H -1.6384 1.1855 0.8380 1.9 0.5 -1.4
H -3.3571 1.6464 1.0855 1.6 -1.2 0.5
H -2.1828 0.8475 2.3977 -0.8 0.3 -1.9
```
Forces are in eV/Å.

Calculated values
energy relative to the best compared isomer or geometry (same formula, charge and spin) = 40.24 kcal/mol
orbital gap (alpha / beta) = 12.1 / 3.0 eV
<S²> = 0.75
strongest force on any atom = 4.392 eV Å⁻¹
net charge = +1
spin multiplicity = 2
total energy = -5399.36055 eV



2.
Entry from OMol25: a structure of composition C5H14AlNO2 (ωB97M-V with the def2-TZVPD basis set).

Geometry as XYZ:
```
23
Properties=species:S:1:pos:R:3:forces:R:3
Al 1.6711 -0.9592 1.1051 -1.6 0.3 -0.5
C 1.2361 -3.3240 4.3295 -2.0 3.3 -0.1
O 0.8473 -2.0521 3.7664 1.1 -2.8 0.0
H 1.9849 -3.8242 3.7154 1.0 -0.1 -0.4
H 1.6197 -3.0612 5.3154 0.8 -0.1 0.1
H 0.4259 -4.0525 4.3611 -0.5 0.1 -0.5
C -0.9366 0.2772 -3.2412 -2.2 1.3 -0.4
C -0.1357 0.3511 -1.9757 1.2 1.1 -0.2
C -0.6733 1.5193 -1.0926 2.1 -1.8 -0.1
O 0.1655 1.4208 0.0879 -1.2 0.8 0.5
C -0.0095 2.6651 0.8101 0.9 0.6 -0.3
N -0.1096 -0.9610 -1.3178 -0.5 0.9 0.2
H -0.7175 1.1248 -3.8906 0.9 -0.5 -0.5
H -1.9380 0.6371 -3.0051 -0.6 -0.5 0.4
H -1.1262 -0.6682 -3.7494 0.8 0.0 -0.1
H 0.9042 0.5303 -2.2491 0.1 0.5 0.2
H -1.7382 1.4683 -0.8658 0.0 -0.3 0.2
H -0.4712 2.4633 -1.5987 0.0 0.0 -0.1
H 0.2877 3.4814 0.1518 0.3 0.1 -0.1
H 0.6770 2.6954 1.6562 -0.4 -0.2 0.1
H -1.0402 2.9200 1.0569 -0.1 -0.7 0.3
H -1.1114 -1.0874 -1.2982 -0.5 -1.2 1.1
H 0.1880 -1.5640 -2.0715 0.5 -0.8 0.2
```
Forces are in eV/Å.

Calculated values
energy relative to the best compared isomer or geometry (same formula, charge and spin) = 46.02 kcal/mol
orbital gap = 3.4 eV
strongest force on any atom = 3.852 eV Å⁻¹
net charge = +2
spin multiplicity = 1
total energy = -17569.31157 eV



3.
Entry from OMol25: a cluster of 2 separate species, C5H14BClO5P in total (ωB97M-V with the def2-TZVPD basis set).

Geometry as XYZ:
```
27
Properties=species:S:1:pos:R:3:forces:R:3
O 3.6512 -2.3741 2.6365 0.0 -0.1 -0.1
P 3.5135 -2.7269 1.2075 0.1 0.0 0.1
O 4.0176 -1.5142 0.2541 0.2 -0.2 0.2
O 4.5558 -3.9166 0.8014 -0.1 0.2 -0.1
C 1.9739 -3.2505 0.5425 -0.3 0.2 0.0
B 0.6552 -2.4169 1.0993 0.0 -0.3 -0.1
Cl 0.9858 -0.5010 1.0496 0.1 0.2 -0.1
H 3.9966 -0.7124 0.7914 -0.2 0.1 -0.1
H 5.3916 -3.7108 1.2371 0.0 -0.1 0.0
H 2.0275 -3.1390 -0.5438 0.2 -0.1 0.0
H 1.8433 -4.3115 0.7744 0.0 0.0 0.0
H 0.3884 -2.7111 2.2405 0.0 0.1 0.0
H -0.2656 -2.6102 0.3328 0.0 0.0 0.1
O -3.2761 0.0007 0.0924 -0.2 0.1 0.0
C -2.7853 0.9481 -0.4493 0.0 0.0 0.0
O -2.1731 1.8866 0.3039 -0.1 0.0 0.1
C -1.4119 2.9544 -0.2531 0.1 0.0 0.0
C -2.2742 4.1512 -0.6027 -0.1 0.0 0.0
C -2.9114 1.1640 -1.9428 0.2 -0.1 0.0
H -0.8270 2.6072 -1.1055 0.0 0.0 0.0
H -0.7005 3.2119 0.5300 0.0 0.0 0.0
H -2.9959 3.9124 -1.3848 0.0 0.0 0.0
H -1.6497 4.9744 -0.9539 0.0 0.0 0.0
H -2.8259 4.4843 0.2768 0.0 0.0 0.0
H -3.8572 1.6718 -2.1354 0.0 0.0 0.0
H -2.9406 0.1848 -2.4127 -0.1 0.0 0.0
H -2.1061 1.7433 -2.3860 0.0 0.0 0.0
```
Forces are in eV/Å.

Calculated values
energy relative to the best compared isomer or geometry (same formula, charge and spin) = 0.00 kcal/mol
orbital gap = 7.8 eV
strongest force on any atom = 0.352 eV Å⁻¹
net charge = -1
spin multiplicity = 1
total energy = -38142.79614 eV



4.
Entry from OMol25: a structure of composition C5H14BiClMoO3S (ωB97M-V with the def2-TZVPD basis set).

Geometry as XYZ:
```
26
Properties=species:S:1:pos:R:3:forces:R:3
Bi 0.1259 3.1816 -0.4043 1.0 2.5 -0.2
Cl -1.8630 1.6017 1.1048 0.2 0.6 -0.2
C -1.0584 4.6107 -1.7601 -0.5 -0.9 0.0
C -0.3088 4.7164 1.2266 -0.1 -0.6 0.1
H -0.6434 5.6060 -1.5501 0.0 -0.4 0.1
H -0.8869 4.3100 -2.8007 -0.3 0.2 0.3
H -2.1063 4.5425 -1.4538 0.1 0.3 -0.4
H -0.0241 5.6826 0.7906 0.0 -0.3 0.1
H 0.2938 4.4759 2.1103 -0.3 0.2 -0.2
H -1.3823 4.6900 1.4273 0.2 0.1 0.2
Mo -0.4882 -0.0115 -0.0130 1.1 0.8 0.2
C -1.4518 0.1705 -1.8538 -0.4 0.0 -0.6
C 1.2280 0.9295 -0.3976 -0.5 -1.6 0.2
H -1.2663 1.1159 -2.3844 -0.1 -0.3 -0.2
H -1.1661 -0.7128 -2.4627 -0.1 0.6 0.1
H -2.5431 0.1085 -1.6773 0.3 0.0 0.0
H 1.9662 1.2733 0.3533 -0.4 -0.2 -0.1
H 1.6778 1.0054 -1.4066 -0.3 0.0 0.3
C 1.1808 -3.3455 1.3176 -0.4 0.1 0.0
S -0.3858 -2.5839 0.8864 0.7 -0.3 0.4
O -0.1627 -2.0477 -0.5301 -0.5 -0.4 1.4
O -1.4212 -3.5696 1.0259 0.5 0.6 -0.2
O -0.5293 -1.3496 1.7647 0.0 -1.3 -1.2
H 1.1936 -4.3113 0.7989 0.1 0.3 0.1
H 1.1685 -3.4983 2.4035 0.1 0.0 -0.3
H 2.0099 -2.7007 0.9986 -0.4 -0.2 0.1
```
Forces are in eV/Å.

Calculated values
orbital gap (alpha / beta) = 6.2 / 6.0 eV
<S²> = 2.18
strongest force on any atom = 2.734 eV Å⁻¹
net charge = 0
spin multiplicity = 3
total energy = -42603.98659 eV